# 1
Below is a molecular structure, C3H3Br2ClO, with properties calculated with ωB97M-V/def2-TZVPD.

```
10
Properties=species:S:1:pos:R:3
C 2.33719 0.44464 0.04599
C 3.69945 -0.11751 0.04366
C 0.11824 -0.02528 0.68401
O 1.34677 -0.40595 0.01638
Cl 2.27154 2.19523 0.03328
Br 5.12410 1.10413 -0.07094
Br 4.12814 -1.88962 0.15016
H 0.36793 0.97811 1.28324
H -0.16878 -0.89012 1.33498
H -0.68892 0.08304 -0.12722
```

## Properties
- energy above the lowest of the compared OMol25 structures with the same formula, charge and spin (kcal per mole) = 52.9
- net charge = 0
- LUMO level (eV) = 0.6



# 2
Below is 2 unconnected molecules or ions with the total composition C3H3Br2NO, with properties calculated with ωB97M-V/def2-TZVPD.

```
10
Properties=species:S:1:pos:R:3
O 1.04186 -2.68187 0.93820
N 1.45417 -1.66863 0.50658
C 1.47646 -0.51954 0.27073
Br 2.37361 0.85983 -0.42419
C -1.03336 0.49868 -0.94217
C -0.99686 0.61528 0.36349
Br -1.04495 2.25285 1.30355
H -1.10977 -0.55013 -1.38116
H -0.94436 1.34735 -1.61495
H -1.21680 -0.15382 0.97992
```

## Properties
- energy above the lowest of the compared OMol25 structures with the same formula, charge and spin (kcal per mole) = 88.2
- net charge = 0
- SMILES = [O-][N+]#CBr.C=CBr
- LUMO level (eV) = -0.1



# 3
Below is a molecular structure, C3H3Br2NO4, with properties calculated with ωB97M-V/def2-TZVPD.

```
13
Properties=species:S:1:pos:R:3
C -1.17039 -0.29961 -0.67092
C 0.69150 0.23890 0.42238
C 1.11461 -1.50653 1.13544
N 1.97740 -1.40726 2.30790
O 3.19523 -1.28275 2.17117
O -0.58986 -1.08748 -1.27902
O 1.37220 -1.26986 3.35766
O -0.66715 0.32860 0.36320
Br -0.43453 -2.42210 1.57103
Br 2.19901 -2.51309 -0.05962
H -2.25458 -0.19537 -0.64144
H 1.18303 -0.03168 -0.48693
H 1.08244 0.92550 1.03676
```

## Properties
- energy above the lowest of the compared OMol25 structures with the same formula, charge and spin (kcal per mole) = 3.0
- net charge = 0
- LUMO level (eV) = -0.6



Taking the records one at a time from the top gives HOMO-LUMO gap values of 8.8 9.3 9.5 eV.